Record 1
Molecular formula: C11H18F6N6O2PSV
Method: DFT, the ωB97M-V functional and the def2-TZVPD basis

Structure (ORCA input):
```
! RIJCOSX wB97M-V def2-TZVPD def2/J DEFGRID3
* xyz 2 1
H -0.901 -0.139 -1.631
F -2.575 -3.638 -2.915
H 3.514 1.770 -1.451
H -0.202 -2.044 4.678
N 0.433 -1.223 1.071
S 4.222 -3.219 -2.226
C -0.031 -1.865 3.624
H 2.552 0.496 -2.192
H -1.360 3.700 -2.596
F -2.468 -1.446 -2.381
F -3.830 -2.809 -1.068
C 0.291 1.356 -1.173
N 1.980 -1.902 -1.310
F -0.488 -2.666 -2.111
C -0.661 0.445 4.166
H -2.731 2.592 -0.902
H -0.213 1.396 3.901
C 2.985 -2.494 -1.723
H -0.700 4.279 -1.060
N -0.200 -0.585 3.221
C -0.028 -0.203 1.891
N 0.057 -0.004 -1.282
H 3.009 0.392 -0.465
H 2.511 2.831 0.572
V 0.360 -1.725 -0.807
H 2.031 3.873 -0.773
H -2.172 1.048 -0.271
F -1.875 -4.063 -0.803
N -0.741 2.172 -1.337
H 0.382 3.651 -2.328
C -0.585 3.536 -1.848
H 0.397 -3.914 3.119
O -0.231 0.922 1.498
H -0.358 0.162 5.169
N 1.511 1.815 -0.933
O 0.642 -3.248 0.404
H -2.533 1.244 -2.019
C 0.305 -2.891 2.789
C 1.721 3.035 -0.149
C -2.121 1.720 -1.125
H -1.745 0.535 4.120
P -2.395 -2.839 -1.610
C 0.476 -2.522 1.455
H 0.817 3.289 0.396
C 2.711 1.059 -1.276
F -1.766 -1.875 -0.308
*
```

Output
- energy above the lowest of the compared OMol25 structures with the same formula, charge and spin (eV) = 0.212



Record 2
Molecular formula: C32H50F5N6O7P2S
Method: DFT, the ωB97M-V functional and the def2-TZVPD basis

Structure (ORCA input):
```
! RIJCOSX wB97M-V def2-TZVPD def2/J DEFGRID3
* xyz -1 1
N 4.406 -2.350 -1.925
H 3.123 -3.518 5.528
H 5.131 -1.768 -2.343
H -1.128 0.775 3.316
O -1.303 2.309 -3.668
C 2.624 -2.387 3.758
H 3.426 2.698 -1.475
H -2.062 3.556 2.707
S -0.910 2.434 -2.279
C -1.810 1.335 1.319
C -5.492 1.297 6.361
C -0.182 4.166 -2.234
H -1.094 -1.075 -7.619
C 3.071 0.000 -1.218
O -0.014 -0.042 -3.133
F 0.090 3.936 0.141
H -5.583 -0.621 7.517
F 0.206 5.927 -0.685
F 0.632 4.420 -3.264
H 1.561 -3.991 4.753
H -1.698 2.350 0.953
H 3.875 1.570 1.514
H -3.540 -4.642 -7.880
O 1.857 -0.424 -1.737
C -0.545 -0.032 -0.545
H 1.245 -1.116 0.957
H 4.847 -3.206 -1.604
F -1.272 4.961 -2.398
N -0.925 -3.034 -6.800
C -5.654 -0.099 6.578
H -1.354 -3.335 -0.569
C 2.736 -0.100 2.100
H 0.359 -2.748 -3.735
C 2.891 1.164 1.283
C -0.402 3.134 4.009
H -0.298 -1.094 -0.525
C -0.601 0.468 0.917
H -1.120 -4.427 -3.405
H 4.137 -1.403 4.927
C 2.582 -3.650 4.593
C 3.492 -1.343 4.059
H 5.119 -0.119 0.391
C -1.816 2.806 3.463
N -5.918 0.322 4.422
H -0.336 -4.672 -1.135
C -0.257 -2.508 -2.864
H 3.827 -0.165 -3.086
H 4.230 0.570 3.488
H 0.286 0.972 1.291
H -1.189 -1.222 -4.202
O 5.155 -1.078 0.269
C 0.172 4.480 3.541
H -1.578 0.017 -0.891
O 1.557 1.726 -3.061
C -1.287 -4.160 -1.281
C 1.782 1.208 -4.211
H 1.115 -3.065 2.364
P 3.757 -1.623 -0.507
H -0.476 3.184 5.100
H -6.099 -1.697 5.086
C -0.880 -1.132 -3.150
H 3.610 3.018 0.088
N 3.989 0.446 -2.288
H -0.069 -2.925 -6.286
H -2.716 0.905 0.889
P 0.595 0.754 -1.793
H -5.622 2.431 4.444
C 0.507 4.631 -0.913
N 3.717 2.277 -0.599
H -5.273 2.046 7.103
H -2.108 -4.855 -1.093
H 1.263 4.422 3.498
H -1.368 -5.063 -6.322
H -1.849 -1.013 -2.651
H -2.553 2.942 4.258
C -5.663 1.523 5.022
H -3.361 -2.062 -8.724
C 1.864 -1.145 1.841
H -6.077 0.190 3.441
H -0.712 -0.426 1.541
H 3.102 -4.436 4.037
C -1.915 1.385 2.866
C -1.527 -2.058 -7.543
O 1.475 1.704 -0.720
H -2.310 -3.190 -2.973
H -2.855 0.935 3.200
H 2.178 1.904 1.667
C -2.668 -2.586 -8.087
N 2.289 0.789 -5.166
F 1.836 4.560 -1.005
C -2.762 -3.935 -7.646
C 3.537 -0.228 3.238
O -2.043 2.478 -1.369
C 1.802 -2.277 2.646
C -5.916 -0.672 5.362
H 0.299 2.326 3.797
C -1.336 -3.611 -2.714
H -0.073 5.295 4.225
C -1.672 -4.177 -6.853
H 0.415 -2.520 -2.007
C 2.738 1.211 -0.256
H -0.184 4.769 2.554
H 4.948 0.304 -1.986
*
```



Record 3
Molecular formula: C19H13FO2
Method: DFT, the ωB97M-V functional and the def2-TZVPD basis

Structure (ORCA input):
```
! RIJCOSX wB97M-V def2-TZVPD def2/J DEFGRID3
* xyz 0 1
C 1.725 0.688 -2.746
C -0.347 -0.559 -2.747
C -0.902 2.147 -1.102
C 0.015 -0.830 2.943
O 3.510 2.193 -2.054
F -3.574 -0.134 2.195
C 2.302 1.804 -1.963
C 1.224 -0.463 2.412
H 0.733 -2.013 4.443
C -1.090 0.080 0.982
C 1.350 0.170 1.175
H -3.595 -1.421 4.323
C -0.194 -1.550 4.096
H -0.913 2.903 -0.246
H 2.181 -0.540 2.854
H -1.222 -0.824 -2.157
C -1.166 -0.479 2.252
C 0.135 0.406 0.422
H -0.638 2.680 -2.016
H -1.342 -2.237 5.747
C 0.466 0.432 -2.240
C 1.293 -0.764 -4.521
H 2.319 0.518 0.854
C 0.231 1.219 -0.875
H -1.758 1.560 -1.282
C -1.380 -1.745 4.794
C -2.449 -0.541 2.838
H -0.653 -1.794 -4.409
C 2.147 0.058 -3.910
C 0.024 -1.117 -3.957
C -2.549 -1.285 4.070
H 1.589 -1.070 -5.529
H 3.111 0.318 -4.291
H -2.034 0.194 0.441
O 1.450 1.998 -0.796
*
```

Output
- energy above the lowest of the compared OMol25 structures with the same formula, charge and spin (eV) = 0.000
- structure (SMILES) = C[C@]1(c2ccc3cccc(F)c3c2)OC(=O)c2ccccc21



no.,DFT total energy (eV)
1,-86842.07328
2,-100271.03378
3,-26725.13564